This record from the OMol25 dataset describes C23H26N4O3S in the gas phase. The level of theory is ωB97M-V/def2-TZVPD.

Structure (XYZ):
```
57
Properties=species:S:1:pos:R:3:forces:R:3
O 2.511 2.646 0.352 0.2 0.0 -0.2
C 1.424 2.455 0.858 -0.2 0.1 0.1
N 0.512 3.435 1.053 -0.2 0.1 0.2
H -0.420 3.192 1.348 0.1 -0.1 0.0
C 0.731 4.787 0.588 0.0 0.1 -0.3
C 0.011 5.064 -0.731 0.2 0.3 0.0
H -1.064 4.914 -0.600 0.0 -0.1 0.0
H 0.370 4.355 -1.480 0.0 -0.1 0.0
C 0.282 6.502 -1.206 -0.1 -0.3 0.1
N -0.287 6.880 -2.479 0.0 0.1 -0.1
C 0.251 6.177 -3.629 -0.1 0.2 -0.2
C -0.224 6.896 -4.893 0.4 -0.2 0.1
H 0.110 6.370 -5.789 0.0 0.1 0.1
O -1.631 6.934 -4.960 -0.1 -0.1 -0.1
C -2.164 7.580 -3.827 -0.2 0.0 0.4
H -3.249 7.555 -3.943 0.1 0.0 0.0
C -1.736 6.878 -2.536 0.0 0.2 -0.3
H -2.128 7.422 -1.675 -0.1 0.0 0.0
H -2.152 5.856 -2.538 0.0 0.1 0.0
H -1.820 8.624 -3.798 -0.1 -0.1 0.0
H 0.176 7.920 -4.895 0.0 -0.1 0.0
H 1.341 6.197 -3.581 0.0 0.0 0.0
H -0.088 5.128 -3.673 0.1 0.0 0.0
H 1.363 6.651 -1.279 0.0 0.0 0.1
H -0.105 7.202 -0.459 0.1 0.0 0.0
H 0.391 5.485 1.359 0.1 0.0 0.0
H 1.809 4.899 0.453 -0.1 0.1 0.1
C 0.998 1.097 1.328 0.1 -0.5 0.0
C 1.496 0.004 0.639 0.0 0.1 0.0
C 1.156 -1.286 1.038 -0.4 0.3 0.6
C 0.319 -1.475 2.144 0.2 0.3 -0.2
C -0.159 -0.367 2.842 0.0 -0.1 -0.1
C 0.173 0.908 2.441 0.0 0.0 0.0
H -0.180 1.755 3.008 0.0 0.1 0.1
H -0.788 -0.543 3.701 0.0 0.0 0.1
C -0.044 -2.831 2.570 -0.1 0.2 0.2
O -0.761 -3.066 3.519 -0.1 0.1 0.0
N 0.495 -3.861 1.803 0.1 0.1 0.0
C 1.320 -3.675 0.729 0.5 0.0 -0.5
S 1.971 -4.907 -0.145 0.2 -0.2 -0.2
N 1.621 -2.393 0.380 0.0 0.0 0.0
H 2.243 -2.286 -0.411 -0.1 -0.2 0.1
C 0.136 -5.230 2.161 -0.1 -0.4 0.3
C -0.894 -5.792 1.215 0.0 0.0 0.0
C -0.655 -6.970 0.522 -0.1 0.0 0.1
C -1.606 -7.473 -0.348 0.0 -0.1 0.0
C -2.801 -6.799 -0.537 -0.1 0.0 -0.1
C -3.045 -5.623 0.152 -0.1 0.1 0.0
C -2.097 -5.122 1.026 0.1 0.0 0.0
H -2.293 -4.210 1.571 0.0 0.1 0.1
H -3.977 -5.096 0.011 -0.1 0.0 0.0
H -3.541 -7.190 -1.219 -0.1 0.0 -0.1
H -1.411 -8.389 -0.884 0.0 -0.1 -0.1
H 0.281 -7.490 0.658 0.1 0.0 0.0
H 1.041 -5.840 2.146 -0.1 0.1 0.0
H -0.267 -5.185 3.177 0.1 0.0 -0.2
H 2.154 0.166 -0.201 0.1 0.0 -0.1
```
Positions in Å, forces in eV/Å.

Calculated values
Net charge ... 0
Maximum force ... 0.8 eV Å⁻¹
Lowest unoccupied orbital energy ... -0.3 eV
Energy relative to the best compared isomer or geometry (same formula, charge and spin) ... 20.2 kcal per mole

What are the Löwdin partial charges on each atom? They are as follows, in elementary charge units: 0.077, -0.454, 0.065, 0.135, -0.184, -0.164, 0.109, 0.114, -0.203, -0.185, -0.171, -0.198, 0.125, -0.132, -0.199, 0.124, -0.174, 0.126, 0.125, 0.126, 0.126, 0.128, 0.125, 0.124, 0.122, 0.126, 0.124, -0.117, 0.063, -0.160, -0.056, 0.013, -0.021, 0.112, 0.124, -0.361, 0.093, 0.009, -0.761, 0.727, 0.085, 0.137, -0.125, -0.229, -0.069, -0.080, -0.093, -0.082, -0.031, 0.110, 0.101, 0.100, 0.102, 0.104, 0.102, 0.132, 0.129

---

This record from the OMol25 dataset describes 7 unconnected molecules or ions with the total composition C28H63F3N2O10PS7. The level of theory is ωB97M-V/def2-TZVPD.

Structure (XYZ):
```
114
Properties=species:S:1:pos:R:3:forces:R:3
C -2.330 3.083 1.208 0.0 0.0 0.1
C -1.640 2.450 0.016 -0.1 0.6 0.0
O -0.625 1.504 0.334 0.1 -0.1 -0.2
C -0.955 0.663 1.399 0.0 -0.4 0.2
C -0.016 -0.513 1.406 0.5 -0.6 0.0
C -0.416 -1.703 0.770 0.8 -0.3 -0.7
P -2.072 -1.893 -0.046 -1.6 0.1 1.0
O -1.900 -3.283 -0.898 0.7 0.7 -0.3
O -2.078 -0.667 -1.122 0.7 -0.9 0.1
C 0.429 -2.790 0.799 -0.6 0.7 -0.1
N 1.621 -2.754 1.432 -0.1 0.1 -0.4
C 2.398 -4.004 1.411 0.5 0.4 0.0
O 2.409 -4.605 2.690 0.0 -0.4 -0.5
C 1.176 -4.885 3.185 0.6 0.2 0.3
F 0.683 -3.795 3.761 -0.6 0.3 0.4
F 0.318 -5.278 2.243 -0.6 0.2 -0.2
F 1.280 -5.834 4.081 0.0 -0.3 0.4
C 2.059 -1.632 2.062 -0.3 0.4 -0.1
C 3.376 -1.679 2.788 -0.2 0.0 -0.2
C 4.485 -0.816 2.157 0.4 0.1 0.3
C 5.175 0.196 3.101 0.2 -0.3 0.1
N 5.373 -0.226 4.491 -0.6 -0.1 -0.1
C 1.242 -0.482 2.037 0.0 -0.2 0.0
C 1.725 0.769 2.726 0.2 -0.3 -0.6
S 2.189 2.163 1.625 -0.3 0.1 0.1
C 2.628 1.473 0.010 0.4 0.0 -0.2
C 2.246 2.414 -1.119 0.0 -0.5 -0.4
H -2.808 3.998 0.871 -0.2 0.1 0.0
H -1.641 3.371 1.997 0.2 0.1 0.0
H -3.096 2.458 1.663 -0.1 -0.1 0.0
H -1.132 3.245 -0.527 0.2 0.0 -0.1
H -2.378 2.036 -0.676 0.0 -0.4 0.0
H -0.889 1.142 2.377 -0.1 0.3 0.0
H -1.966 0.264 1.303 -0.1 0.1 0.1
H -1.438 -3.117 -1.737 -0.1 -0.3 -0.1
H -1.282 -0.703 -1.676 -0.2 0.5 -0.4
H 0.143 -3.715 0.324 0.1 -0.1 0.0
H 3.428 -3.801 1.151 0.1 0.0 0.1
H 2.012 -4.653 0.635 -0.3 -0.1 0.1
H 3.740 -2.694 2.854 -0.1 -0.2 0.1
H 3.164 -1.397 3.817 0.1 0.2 0.1
H 5.265 -1.491 1.811 0.0 -0.1 -0.1
H 4.143 -0.280 1.279 -0.2 0.0 -0.1
H 6.160 0.386 2.680 0.1 0.1 -0.1
H 4.654 1.149 3.103 -0.1 0.1 0.0
H 4.540 -0.013 5.027 0.1 0.1 0.2
H 5.474 -1.232 4.569 0.3 0.0 -0.1
H 2.591 0.537 3.327 0.0 0.0 0.3
H 0.944 1.168 3.362 -0.1 0.0 0.2
H 2.192 0.495 -0.187 -0.2 0.0 0.3
H 3.707 1.340 -0.021 0.1 0.0 0.1
H 1.201 2.302 -1.389 -0.2 0.3 0.3
H 2.512 3.450 -0.932 -0.1 0.1 0.2
H 2.811 2.089 -1.989 0.2 0.1 -0.1
C 2.001 -9.412 -0.730 0.1 -0.1 0.0
S 1.941 -7.672 -0.304 -0.1 0.0 -0.1
O 3.340 -7.161 -0.281 0.0 0.1 0.1
C 1.454 -7.883 1.409 0.1 -0.5 0.0
H 2.333 -9.493 -1.762 0.0 0.1 0.0
H 2.706 -9.923 -0.073 0.0 0.0 0.0
H 1.004 -9.842 -0.631 0.0 0.0 0.0
H 2.187 -8.492 1.938 0.0 0.0 -0.1
H 0.468 -8.345 1.460 0.0 0.0 0.0
H 1.419 -6.898 1.837 0.1 -0.1 0.0
C -0.311 6.986 3.269 0.1 0.0 -0.1
S -1.980 6.711 3.876 0.0 0.1 0.1
O -2.320 5.292 3.584 0.0 0.0 -0.1
C -2.801 7.713 2.631 0.0 0.0 -0.1
H 0.369 6.406 3.889 0.0 0.0 0.0
H -0.240 6.655 2.233 0.0 0.0 0.0
H -0.067 8.045 3.351 0.0 0.0 0.0
H -2.559 7.333 1.638 0.0 0.0 0.0
H -2.480 8.750 2.733 0.0 0.0 0.0
H -3.873 7.645 2.801 0.0 0.0 0.0
C -4.462 0.142 -3.352 0.0 0.1 0.2
S -3.959 -1.321 -4.257 -0.1 0.0 0.1
O -2.462 -1.356 -4.236 0.0 0.0 0.1
C -4.466 -0.736 -5.875 0.2 -0.3 -0.2
H -4.196 -0.007 -2.308 0.0 -0.1 0.0
H -3.945 1.012 -3.752 0.0 0.0 -0.1
H -5.540 0.269 -3.447 0.0 0.0 -0.1
H -3.953 0.189 -6.114 0.0 0.1 0.1
H -5.543 -0.580 -5.880 0.0 0.0 0.1
H -4.202 -1.508 -6.596 0.0 -0.1 0.1
C -6.475 3.480 -7.549 -0.1 0.0 0.0
S -5.059 3.489 -6.446 0.0 0.0 0.0
O -5.059 2.178 -5.733 -0.1 0.2 0.0
C -5.714 4.707 -5.301 -0.1 0.0 0.1
H -6.288 2.742 -8.327 0.0 0.0 0.0
H -7.371 3.210 -6.991 0.0 0.0 0.0
H -6.587 4.466 -8.000 0.0 0.0 0.0
H -6.662 4.354 -4.895 0.0 0.0 0.0
H -5.849 5.655 -5.820 0.0 0.0 0.0
H -4.992 4.831 -4.496 0.0 0.0 0.0
C 5.672 1.492 -5.845 0.0 0.0 -0.1
S 5.950 1.856 -4.109 0.1 0.0 0.0
O 4.684 1.538 -3.392 -0.1 0.0 0.0
C 6.010 3.641 -4.295 0.0 0.1 0.0
H 5.561 0.414 -5.946 0.0 0.0 0.0
H 4.764 1.990 -6.182 0.0 0.0 0.0
H 6.531 1.827 -6.426 0.0 0.0 0.0
H 5.079 3.994 -4.738 0.0 0.0 0.0
H 6.859 3.910 -4.924 0.0 0.0 0.0
H 6.137 4.077 -3.306 0.0 0.0 0.0
C -2.968 -0.939 5.747 -0.1 0.1 0.0
S -1.819 -1.839 4.704 0.1 -0.1 0.3
O -1.866 -1.219 3.348 -0.1 0.0 0.0
C -2.780 -3.354 4.626 -0.1 0.0 -0.1
H -2.577 0.067 5.888 0.0 0.0 0.0
H -3.942 -0.891 5.261 0.0 0.0 0.0
H -3.046 -1.439 6.712 0.0 0.0 0.0
H -3.767 -3.139 4.217 0.0 0.0 0.0
H -2.864 -3.779 5.626 0.0 0.0 0.0
H -2.256 -4.051 3.975 0.0 0.0 0.0
```
Positions in Å, forces in eV/Å.

Calculated values
Net charge ... +1
Maximum force ... 1.9 eV Å⁻¹
Lowest unoccupied orbital energy ... -2.9 eV
Energy relative to the best compared isomer or geometry (same formula, charge and spin) ... 0.0 kcal per mole

Löwdin atomic charge list, values in e, 99 entries: -0.076, -0.238, -0.160, -0.224, -0.105, -0.211, 0.890, -0.269, -0.269, -0.021, 0.038, -0.072, 0.086, -0.741, 0.180, 0.156, 0.224, -0.085, -0.112, -0.147, -0.268, 0.007, -0.121, -0.374, 0.920, -0.534, -0.148, 0.078, 0.064, 0.082, 0.116, 0.112, 0.122, 0.095, 0.071, 0.080, 0.126, 0.160, 0.132, 0.102, 0.123, 0.114, 0.085, 0.109, 0.088, 0.060, 0.069, 0.039, 0.084, 0.077, 0.057, 0.061, 0.073, 0.046, -0.262, 0.798, -0.551, -0.254, 0.054, 0.063, 0.058, 0.075, 0.070, -0.008, -0.270, 0.811, -0.558, -0.271, 0.049, 0.057, 0.054, 0.056, 0.055, 0.051, -0.273, 0.810, -0.579, -0.278, 0.023, 0.047, 0.058, 0.034, 0.055, 0.051, -0.265, 0.834, -0.568, -0.268, 0.052, 0.060, 0.056, 0.060, 0.055, 0.050, -0.270, 0.812, -0.567, -0.271, 0.050

---

This record from the OMol25 dataset describes 2 unconnected molecules or ions with the total composition C3H11NO. The level of theory is ωB97M-V/def2-TZVPD.

Structure (XYZ):
```
16
Properties=species:S:1:pos:R:3:forces:R:3
C -0.253 1.110 -1.994 0.7 -2.9 -0.7
C 0.344 0.633 -0.679 -4.5 1.4 1.4
N -0.925 -0.005 0.023 2.4 1.2 -0.6
C -0.874 0.041 1.431 -0.6 6.4 0.8
H 0.425 1.539 -2.685 1.0 0.7 -0.5
H -1.038 1.808 -1.753 -0.4 -0.2 -0.1
H -0.568 0.158 -2.487 -0.6 1.0 0.0
H 0.553 1.617 -0.225 -0.3 -0.6 0.9
H 1.166 0.040 -0.428 1.6 -1.2 -1.0
H -1.357 -0.867 -0.271 0.8 -0.1 -0.9
H -1.243 -0.716 1.942 -1.4 -4.3 1.9
H 0.074 0.351 1.979 -0.8 -0.3 -1.2
H -1.718 0.857 1.746 2.1 -1.1 -0.1
H 1.649 -2.494 0.438 -0.1 0.0 -1.5
H 2.051 -1.583 1.591 -0.5 -1.3 -0.3
O 1.716 -2.488 1.371 0.6 1.3 1.8
```
Positions in Å, forces in eV/Å.

Calculated values
Net charge ... 0
Maximum force ... 6.5 eV Å⁻¹
Lowest unoccupied orbital energy ... 0.8 eV
Energy relative to the best compared isomer or geometry (same formula, charge and spin) ... 56.7 kcal per mole

What are the Löwdin partial charges on each atom? They are as follows, in elementary charge units: -0.115, -0.216, -0.136, -0.207, 0.049, 0.074, 0.082, 0.105, 0.064, 0.098, 0.001, 0.091, 0.113, 0.000, 0.055, -0.058